Density functional theory data (ωB97M-V with the def2-TZVPD basis set) for a single C4H9NOS molecule at a distorted geometry.

Geometry as XYZ:
```
16
C4H9NOS | the OMol25 dataset | ωB97M-V with the def2-TZVPD basis set
N 1.36 0.55 -0.42
H -1.02 -1.01 -2.51
H -0.47 1.08 3.03
C 2.59 0.18 -0.50
H 3.36 0.93 -0.51
C -0.78 -0.38 -0.32
H -1.25 -1.27 0.15
H -2.29 0.14 -1.78
H -1.43 -0.38 2.55
S -1.25 1.06 0.71
O 0.61 -0.64 -0.29
C -1.22 -0.17 -1.78
H 0.25 -0.23 2.03
C -0.64 0.33 2.28
H 2.84 -0.89 -0.46
H -0.66 0.70 -2.16
```

Highest occupied orbital energy (eV): -8.49
Molecular weight (g mol⁻¹): 119.2
Energy above the lowest of the compared OMol25 structures with the same formula, charge and spin (eV): 3.1854
Structure (SMILES): C=NO[C@H](C)SC
Gap between HOMO and LUMO (eV): 9.49
Charge: 0
Total energy (eV): -18664.3410

Atomic partial charges in e from the natural (NBO) method, atoms 1 to 4: -0.112, 0.227, 0.229, -0.130

---

Density functional theory data (ωB97M-V with the def2-TZVPD basis set) for a single C4H9NOS molecule at a distorted geometry.

Geometry as XYZ:
```
16
C4H9NOS | the OMol25 dataset | ωB97M-V with the def2-TZVPD basis set
H 0.02 0.12 2.56
H 1.16 -1.95 -0.86
C -1.66 -0.34 0.27
H -0.06 1.85 -0.65
C -0.13 -0.11 0.23
S 0.79 -1.77 0.34
H -3.03 -1.82 -0.13
H -1.33 -2.27 0.21
N -2.04 -1.57 -0.10
H 1.20 1.11 1.66
H -0.59 1.47 1.58
C 0.25 0.65 1.60
C 0.23 0.84 -0.96
H -0.20 0.50 -2.02
H 1.36 0.93 -0.85
O -2.35 0.58 0.42
```

Highest occupied orbital energy (eV): -9.12
Molecular weight (g mol⁻¹): 119.2
Energy above the lowest of the compared OMol25 structures with the same formula, charge and spin (eV): 1.2204
Structure (SMILES): CC(C)(S)C(N)=O
Gap between HOMO and LUMO (eV): 9.81
Charge: 0
Total energy (eV): -18666.3061

Atomic partial charges in e from the natural (NBO) method, atoms 1 to 4: 0.223, 0.119, 0.644, 0.237

---

Density functional theory data (ωB97M-V with the def2-TZVPD basis set) for 2 unconnected molecules or ions with the total composition C4H9NOS at a distorted geometry.

Geometry as XYZ:
```
16
C4H9NOS | the OMol25 dataset | ωB97M-V with the def2-TZVPD basis set
O 0.88 -2.35 0.97
H 2.46 1.17 0.98
H -1.78 -0.91 0.33
H 1.71 -0.82 1.92
N 0.33 1.09 0.84
H 1.35 -2.18 -2.77
C -0.98 -0.51 -0.32
C 0.97 -1.18 1.19
H 1.83 1.67 -0.55
H 1.60 -2.79 -3.12
C 0.14 -0.16 0.51
H -0.45 1.63 0.44
H -0.65 -1.34 -0.95
S -1.70 0.78 -1.30
C 1.64 1.72 0.52
H 1.66 2.71 0.96
```

Highest occupied orbital energy (eV): -7.38
Molecular weight (g mol⁻¹): 119.2
Energy above the lowest of the compared OMol25 structures with the same formula, charge and spin (eV): 4.5946
Gap between HOMO and LUMO (eV): 5.21
Charge: 0
Total energy (eV): -18662.9318

Atomic partial charges in e from the natural (NBO) method, atoms 1 to 4: -0.439, 0.206, 0.309, 0.129

---

Density functional theory data (ωB97M-V with the def2-TZVPD basis set) for a molecular structure, C4H9NOS at a distorted geometry.

Geometry as XYZ:
```
16
C4H9NOS | the OMol25 dataset | ωB97M-V with the def2-TZVPD basis set
H -2.21 2.77 0.64
H 0.89 0.03 -1.84
H -0.03 -1.47 -1.92
S 1.57 -1.63 -0.15
C -2.08 1.74 0.58
N -1.27 1.42 -0.70
H -0.39 1.88 -0.59
C 0.03 -0.13 0.75
H 2.23 -0.68 0.43
O 0.61 0.93 1.31
H -1.50 1.46 1.49
C 0.34 -0.69 -1.25
H -0.36 -0.93 1.50
C -0.79 -0.06 -0.51
H -2.97 1.17 0.39
H -1.80 -0.63 -0.59
```

Highest occupied orbital energy (alpha / beta) (eV): -14.96 / -14.35
Molecular weight (g mol⁻¹): 119.2
Energy above the lowest of the compared OMol25 structures with the same formula, charge and spin (eV): 3.7893
Gap between HOMO and LUMO (alpha / beta) (eV): 9.53 / 5.60
Charge: +1
Total energy (eV): -18654.1899
2S+1: 2

Atomic partial charges in e from the natural (NBO) method, atoms 1 to 4: 0.237, 0.280, 0.284, 0.242

---

Density functional theory data (ωB97M-V with the def2-TZVPD basis set) for a single C4H9NOS2 molecule at a distorted geometry.

Geometry as XYZ:
```
17
C4H9NOS2 | the OMol25 dataset | ωB97M-V with the def2-TZVPD basis set
H 2.63 -0.13 -0.21
H -2.40 -1.48 0.46
C 0.09 1.47 0.17
H -1.50 -2.57 1.21
S 0.99 2.33 -1.08
H -1.01 1.56 0.03
H -0.49 1.88 -3.28
H -0.01 -1.18 1.81
O 2.12 -1.13 1.43
H -1.00 -2.18 -0.50
H 0.25 1.82 1.18
C 0.41 -0.08 0.16
C -1.33 -1.79 0.47
H 0.28 -0.36 -0.91
S -0.38 2.95 -2.51
N -0.51 -0.72 1.05
C 1.85 -0.39 0.51
```

Highest occupied orbital energy (eV): -9.05
Molecular weight (g mol⁻¹): 151.3
Energy above the lowest of the compared OMol25 structures with the same formula, charge and spin (eV): 1.5498
Structure (SMILES): CN[C@H](C=O)CSS
Gap between HOMO and LUMO (eV): 9.40
Charge: 0
Total energy (eV): -29500.9332

Atomic partial charges in e from the natural (NBO) method, atoms 1 to 4: 0.132, 0.191, -0.575, 0.204

---

Density functional theory data (ωB97M-V with the def2-TZVPD basis set) for a single C4H9NOS2 molecule at a distorted geometry.

Geometry as XYZ:
```
17
C4H9NOS2 | the OMol25 dataset | ωB97M-V with the def2-TZVPD basis set
C 0.90 -1.16 -0.19
H 2.45 -0.86 -1.33
H -0.41 1.37 1.30
N 2.15 -1.40 -0.66
C 0.52 1.78 0.74
S 0.34 1.52 -1.01
S -1.73 -0.61 -1.16
H 1.55 1.43 1.17
C 0.13 -0.32 -1.25
H -3.44 -0.24 0.30
H 0.24 2.91 0.63
H -1.91 0.79 1.01
O 0.47 -1.22 0.98
C -2.33 -0.31 0.63
H 2.95 -1.63 -0.05
H -2.22 -1.36 1.34
H 0.34 -0.70 -2.43
```

Highest occupied orbital energy (eV): -8.09
Molecular weight (g mol⁻¹): 151.3
Energy above the lowest of the compared OMol25 structures with the same formula, charge and spin (eV): 3.0681
Structure (SMILES): CSC(SC)C(N)=O
Gap between HOMO and LUMO (eV): 8.71
Charge: 0
Total energy (eV): -29499.4149

Atomic partial charges in e from the natural (NBO) method, atoms 1 to 4: 0.655, 0.377, 0.228, -0.795

---

Which value of molecular weight does entry 4 give?
119.2 g mol⁻¹

---

What did the third record say?
Density functional theory data (ωB97M-V with the def2-TZVPD basis set) for 2 unconnected molecules or ions with the total composition C4H9NOS at a distorted geometry.

Geometry as XYZ:
```
16
C4H9NOS | the OMol25 dataset | ωB97M-V with the def2-TZVPD basis set
O 0.88 -2.35 0.97
H 2.46 1.17 0.98
H -1.78 -0.91 0.33
H 1.71 -0.82 1.92
N 0.33 1.09 0.84
H 1.35 -2.18 -2.77
C -0.98 -0.51 -0.32
C 0.97 -1.18 1.19
H 1.83 1.67 -0.55
H 1.60 -2.79 -3.12
C 0.14 -0.16 0.51
H -0.45 1.63 0.44
H -0.65 -1.34 -0.95
S -1.70 0.78 -1.30
C 1.64 1.72 0.52
H 1.66 2.71 0.96
```

Highest occupied orbital energy (eV): -7.38
Molecular weight (g mol⁻¹): 119.2
Energy above the lowest of the compared OMol25 structures with the same formula, charge and spin (eV): 4.5946
Gap between HOMO and LUMO (eV): 5.21
Charge: 0
Total energy (eV): -18662.9318

Atomic partial charges in e from the natural (NBO) method, atoms 1 to 4: -0.439, 0.206, 0.309, 0.129

---

What is the formula in the first record?
C4H9NOS